[1]
{
  "formula": "C37H35IrN10O",
  "method": "ωB97M-V with the def2-TZVPD basis set",
  "total_energy_ev": -58704.986,
  "relative_energy_kcal_mol": 23.2,
  "mol_weight_da": 827.97,
  "spin_multiplicity": 5,
  "charge": 2,
  "s2": 6.079,
  "symbols": ["Ir", "N", "C", "N", "C", "N", "N", "C", "C", "C", "C", "C", "C", "N", "C", "C", "C", "C", "C", "C", "H", "H", "H", "H", "H", "H", "H", "H", "H", "H", "H", "C", "C", "C", "C", "C", "C", "C", "C", "N", "C", "C", "C", "C", "N", "C", "C", "C", "C", "C", "C", "C", "C", "H", "H", "H", "H", "H", "H", "H", "H", "H", "H", "H", "H", "H", "H", "H", "H", "H", "H", "H", "H", "H", "H", "H", "H", "O", "N", "C", "C", "N", "C", "N"],
  "xyz": [[-0.33753, 0.48274, 0.02059], [-0.40818, -2.76967, 2.99926], [-0.34345, -2.14019, 1.83405], [-0.61241, -0.87479, 1.66675], [-1.01032, -0.11355, 2.78357], [-1.24751, 1.15593, 2.66642], [-1.04817, 1.64861, 1.43928], [-1.02198, 2.92648, 1.19915], [-0.80951, 3.29749, -0.16949], [-0.96462, 4.60047, -0.64044], [-0.92100, 4.84189, -1.99774], [-0.72985, 3.77020, -2.86542], [-0.53337, 2.51208, -2.33448], [-0.52786, 2.26975, -1.02426], [-1.10568, -0.75072, 4.07482], [-1.47276, -0.05486, 5.23102], [-1.46954, -0.69994, 6.44815], [-1.10269, -2.04362, 6.53419], [-0.75952, -2.75527, 5.40101], [-0.76321, -2.10595, 4.17459], [-0.17767, -3.75057, 3.05269], [-0.04999, -2.72314, 0.97117], [-1.19005, 3.64541, 1.99195], [-1.14707, 5.39846, 0.06671], [-1.06773, 5.84051, -2.38548], [-0.73406, 3.91135, -3.93648], [-0.36838, 1.65954, -2.97920], [-1.75221, 0.98550, 5.14830], [-1.74817, -0.16219, 7.34346], [-1.08863, -2.53930, 7.49507], [-0.49135, -3.80278, 5.46390], [3.00378, -1.77636, 0.43142], [3.42588, -0.43983, -0.08997], [4.67564, 0.10043, 0.30400], [5.11047, 1.30157, -0.13347], [4.23252, 2.13378, -1.00381], [3.12484, 1.38324, -1.67502], [2.55854, 2.01315, -2.90108], [2.64529, 0.24643, -1.05934], [1.33551, -0.22363, -1.32839], [1.01509, -0.91563, -2.36060], [2.01668, -1.39660, -3.35976], [-0.39483, -1.29617, -2.48122], [-0.85540, -2.03142, -3.69893], [-1.17709, -0.94378, -1.51622], [-2.45841, -1.53023, -1.37732], [-2.55848, -2.92587, -1.19372], [-1.36478, -3.84449, -1.09542], [-3.82042, -3.49343, -1.07245], [-4.96626, -2.72458, -1.12131], [-4.85911, -1.35080, -1.27275], [-3.62407, -0.73571, -1.39319], [-3.55665, 0.75268, -1.58192], [3.87986, -2.36418, 0.69942], [2.41690, -2.32353, -0.30799], [2.39468, -1.65972, 1.33362], [5.29038, -0.48110, 0.97971], [6.05777, 1.71557, 0.18392], [4.78854, 2.76491, -1.69479], [2.22086, 3.03417, -2.70311], [1.73246, 1.44286, -3.31417], [3.33897, 2.08016, -3.66436], [3.02133, -1.09156, -3.07752], [1.79712, -1.00689, -4.35580], [1.98388, -2.48556, -3.42995], [-0.58052, -1.46708, -4.59263], [-1.93263, -2.17040, -3.69101], [-0.38016, -3.01084, -3.78202], [-0.41516, -3.31221, -1.05876], [-1.33680, -4.52727, -1.94664], [-1.44996, -4.46683, -0.20296], [-3.89797, -4.56677, -0.94561], [-5.93883, -3.18995, -1.03912], [-5.75441, -0.74377, -1.30823], [-4.55384, 1.18645, -1.54831], [-3.09898, 1.01318, -2.53876], [-2.96192, 1.20356, -0.78844], [1.57420, 0.87325, 1.50656], [1.78296, 1.76438, 2.35963], [2.37480, 2.95996, 2.14819], [2.38326, 3.90095, 3.21888], [2.35593, 4.66802, 4.07386], [2.95528, 3.21454, 0.92792], [3.44767, 3.08306, -0.13409]],
  "atomic_forces_ev_per_a": [[0.0707, -0.2753, -0.3378], [-0.0162, 0.0161, 0.0017], [0.0182, -0.1454, -0.1142], [0.2499, 0.4935, -0.2573], [-0.0174, 0.3641, -0.5102], [-0.2655, 0.0307, 1.2878], [0.0609, 0.0722, -1.3621], [-0.2245, -0.4088, 0.8300], [0.0966, 0.3071, -0.8072], [-0.0213, -0.2086, 0.3432], [0.0149, -0.1487, -0.2958], [-0.0782, 0.2617, 0.1735], [0.0949, -0.1738, -0.1195], [-0.1590, -0.1913, 0.4568], [0.0663, -0.3712, 0.0993], [-0.0154, -0.0159, 0.0509], [-0.0240, 0.0958, -0.0093], [0.0054, -0.1040, -0.1042], [-0.0127, -0.0911, 0.0548], [-0.1058, 0.3984, 0.0879], [0.0041, -0.0251, -0.0968], [0.0296, 0.0116, 0.0552], [-0.0410, -0.0250, 0.0114], [-0.0285, -0.0069, -0.0047], [0.0291, 0.0145, 0.0236], [0.0174, -0.0323, -0.0090], [-0.0359, -0.0148, 0.0576], [0.0371, 0.0072, 0.0020], [0.0026, 0.0024, -0.0037], [-0.0204, 0.0011, 0.0026], [0.0132, 0.0072, 0.0143], [-0.0710, 0.1881, 0.0498], [-0.2330, -0.2072, -0.2749], [0.1269, 0.1452, -0.0426], [0.0185, -0.0832, 0.0396], [0.2354, 0.0180, 0.4301], [-0.2646, -0.2712, -0.0809], [0.0226, 0.0503, 0.1012], [0.8316, 0.3894, 0.1489], [-1.1424, -0.4376, -0.1270], [1.2319, 0.4575, 0.2017], [-0.0610, 0.0314, -0.1109], [-1.3885, -0.0759, 0.0651], [0.0809, -0.1563, -0.0042], [0.6880, 0.2270, -0.0868], [-0.9503, -0.4666, -0.0090], [0.2356, 0.3616, 0.0155], [-0.1247, -0.0209, -0.0655], [-0.0763, -0.0814, 0.0520], [0.0168, 0.0453, 0.0053], [-0.0282, -0.1299, 0.0273], [0.3737, 0.0705, -0.0793], [0.0346, -0.0631, 0.0162], [-0.0380, -0.0656, -0.0111], [0.0268, -0.0861, 0.0506], [-0.0247, 0.0143, 0.0277], [0.0344, -0.0069, -0.0335], [-0.0006, -0.0083, -0.0123], [-0.0112, -0.0631, -0.0340], [-0.0085, 0.0009, -0.0209], [0.0256, 0.0290, -0.0607], [-0.0061, -0.0067, -0.0087], [-0.0139, -0.0171, -0.0239], [-0.0036, -0.0229, -0.0097], [-0.0268, -0.0041, -0.0172], [0.0526, -0.0016, 0.0099], [0.0122, 0.0104, 0.0063], [0.0088, 0.0007, -0.0137], [0.0466, -0.0586, -0.0162], [0.0769, 0.0101, -0.0052], [0.0170, -0.0204, -0.0096], [0.0058, 0.0040, 0.0205], [0.0002, -0.0006, 0.0036], [0.0157, 0.0251, -0.0016], [0.0077, -0.0098, -0.0591], [0.0106, 0.0525, -0.0009], [0.0366, 0.0904, 0.0141], [0.9219, 0.3685, 0.8675], [-0.7233, -0.5984, -0.2430], [0.5620, 0.9535, -0.2389], [0.0258, 0.0254, 0.0034], [0.0066, -0.0249, -0.0247], [0.3501, -0.9829, 0.4345], [-0.6885, 0.5571, -0.3861]]
}

***

[2]
{
  "formula": "C4H8N2O2",
  "method": "ωB97M-V with the def2-TZVPD basis set",
  "smiles": "C=CO/C(CO)=N\\N",
  "total_energy_ev": -11347.326,
  "relative_energy_kcal_mol": 156.5,
  "mol_weight_da": 116.12,
  "charge": 0,
  "symbols": ["C", "C", "C", "C", "H", "H", "H", "H", "H", "H", "H", "H", "N", "N", "O", "O"],
  "xyz": [[0.61185, 0.05270, -0.38729], [1.31356, 0.53757, 1.01201], [-1.48450, 0.72356, 0.16826], [-2.60690, 0.31191, 0.85473], [-0.26821, -1.32170, -2.04758], [1.30082, -1.63454, -2.67502], [0.80142, 1.52578, 1.51850], [0.99986, -0.20510, 1.90398], [2.79417, 0.11658, 0.08191], [-0.95470, 1.73012, -0.01530], [-3.00841, -0.89351, 0.99039], [-3.39100, 1.01950, 1.10464], [0.66427, -1.57807, -1.84771], [1.34152, -0.52250, -1.13273], [2.58292, 0.64227, 0.75215], [-0.69668, -0.50458, -0.28093]],
  "atomic_forces_ev_per_a": [[-3.5986, 0.0366, 6.8892], [-6.0467, 0.8544, 1.7202], [-1.1317, -3.7381, 1.1634], [0.0993, -1.3104, -1.4187], [-1.0421, 0.2823, -0.5231], [-1.4581, -0.4559, 0.5988], [1.5174, -1.7940, -1.7240], [0.6490, 0.7128, -2.2605], [1.5998, -3.6432, -4.6318], [-1.4363, -1.8011, 0.2974], [1.8587, 3.7458, -0.6050], [0.3154, 0.1227, 0.2806], [4.2542, 0.6240, -1.0473], [2.5893, -3.5440, -4.5005], [2.1029, 4.3209, 4.6743], [-0.2723, 5.5872, 1.0870]]
}